[1]
C4H12NO | ωB97M-V/def2-TZVPD

The net charge is +1. The calculation puts the energy at -289.3699 Eh. The energy above the lowest of the compared OMol25 structures with the same formula, charge and spin comes out at 3.1 kcal per mole.

Positions of all 18 atoms, in Å:
C (0.355, -1.041, -0.290)
N (0.321, 0.365, 0.242)
C (-1.097, 0.890, -0.018)
C (-1.750, -0.219, -0.838)
C (-1.108, -1.476, -0.261)
H (1.078, -1.646, 0.230)
H (0.699, -1.001, -1.324)
H (0.405, 0.358, 1.251)
H (1.151, 0.904, -0.031)
H (-1.527, 1.020, 0.969)
H (-0.994, 1.846, -0.530)
H (-1.455, -0.113, -1.884)
H (-2.834, -0.209, -0.733)
H (-1.439, -1.778, 0.730)
H (-1.141, -2.357, -0.884)
H (3.611, 0.899, 0.993)
H (2.976, 2.227, 1.346)
O (2.749, 1.333, 1.032)

Atom charges from the Mulliken analysis, given in e for atoms 1 to 5:
1 C -0.70
2 N -0.11
3 C -0.59
4 C -0.45
5 C -0.56

***

[2]
C4H9NO2 | ωB97M-V/def2-TZVPD

The calculation puts the energy at -362.9483 Eh. Its SMILES is COC/C(C)=N\O. The energy above the lowest of the compared OMol25 structures with the same formula, charge and spin comes out at 86.1 kcal per mole.

Positions of all 16 atoms, in Å:
C (2.069, 0.671, -0.347)
O (1.221, -0.104, 0.491)
C (-0.036, 0.200, 1.091)
C (-1.057, -0.302, 0.095)
N (-1.568, 0.455, -0.794)
O (-1.243, 1.797, -0.542)
C (-1.178, -1.792, -0.045)
H (2.235, 0.131, -1.293)
H (1.777, 1.702, -0.593)
H (3.034, 0.700, 0.172)
H (-0.219, 1.243, 1.375)
H (-0.059, -0.407, 2.010)
H (-1.427, 2.224, -1.385)
H (-1.753, -2.254, 0.767)
H (-0.162, -2.204, -0.002)
H (-1.633, -2.058, -1.001)

Atom charges from the Mulliken analysis, given in e for atoms 1 to 5:
1 C -0.64
2 O -0.37
3 C -0.59
4 C 0.96
5 N -0.63

***

[3]
C4H11NO | ωB97M-V/def2-TZVPD

The calculation puts the energy at -288.8858 Eh. The energy above the lowest of the compared OMol25 structures with the same formula, charge and spin comes out at 82.3 kcal per mole.

Positions of all 17 atoms, in Å:
C (0.594, -0.394, 0.238)
C (1.236, -0.986, -1.018)
C (1.497, 0.614, 0.951)
H (0.445, -1.230, 0.937)
H (-0.255, 0.452, -0.337)
H (1.742, 1.450, 0.294)
H (1.011, 1.009, 1.844)
H (2.165, -1.504, -0.774)
H (1.473, -0.203, -1.739)
H (0.568, -1.703, -1.495)
H (2.434, 0.148, 1.260)
N (-2.209, -0.166, 0.433)
C (-2.362, 0.849, -0.366)
O (-3.217, 1.556, -0.816)
H (-0.938, -0.408, 0.457)
H (-3.035, -0.558, 0.859)
H (-1.148, 1.075, -0.729)

Atom charges from the Mulliken analysis, given in e for atoms 1 to 5:
1 C 0.40
2 C -1.28
3 C -1.28
4 H 0.35
5 H -0.31

***

[4]
C5H11O2 | ωB97M-V/def2-TZVPD

The net charge is -1. The calculation puts the energy at -347.6288 Eh. The energy above the lowest of the compared OMol25 structures with the same formula, charge and spin comes out at 13.1 kcal per mole.

Positions of all 18 atoms, in Å:
C (-1.070, -2.215, 0.292)
C (0.005, -3.274, 0.051)
C (-0.512, -0.811, 0.021)
H (-2.062, -2.462, -0.097)
H (-1.309, -2.254, 1.370)
H (0.754, -3.248, 0.848)
H (0.557, -3.008, -0.864)
H (-1.259, -0.035, -0.053)
H (0.236, -0.573, 0.779)
H (-0.407, -4.240, -0.175)
H (0.073, -0.887, -0.902)
C (0.214, 3.374, -0.662)
C (1.329, 3.197, 0.412)
O (2.527, 3.342, 0.067)
O (0.882, 2.927, 1.553)
H (0.428, 2.646, -1.461)
H (0.291, 4.352, -1.106)
H (-0.678, 3.169, -0.075)

Atom charges from the Mulliken analysis, given in e for atoms 1 to 5:
1 C -0.27
2 C -1.07
3 C -1.04
4 H 0.36
5 H 0.21

***

[5]
C11H21N4O5Ta | ωB97M-V/def2-TZVPD

The net charge is +2. The calculation puts the energy at -1083.6073 Eh.

Positions of all 42 atoms, in Å:
Ta (0.406, -0.535, -0.124)
C (-2.503, 0.324, -1.157)
C (-2.815, -0.652, -0.005)
N (-1.694, -0.691, 0.978)
C (-1.907, 0.258, 2.108)
C (-0.577, 0.813, 2.575)
N (0.288, 1.140, 1.406)
C (-0.016, 2.408, 0.675)
C (-1.209, 2.250, -0.254)
N (-1.153, 0.949, -0.996)
H (-2.502, -0.219, -2.098)
H (-3.251, 1.113, -1.229)
H (-3.737, -0.381, 0.509)
H (-2.953, -1.652, -0.407)
H (-1.680, -1.627, 1.377)
H (-2.571, 1.050, 1.775)
H (-2.413, -0.240, 2.935)
H (-0.714, 1.691, 3.207)
H (-0.038, 0.064, 3.159)
H (1.233, 1.240, 1.770)
H (-0.183, 3.222, 1.382)
H (0.878, 2.655, 0.099)
H (-2.144, 2.289, 0.296)
H (-1.233, 3.083, -0.957)
H (-0.828, 1.146, -1.939)
O (-1.042, -3.834, -1.962)
C (-0.566, -3.059, -1.216)
O (-0.561, -1.707, -1.378)
C (0.126, -3.412, 0.131)
O (0.113, -4.448, 0.683)
O (0.737, -2.270, 0.617)
N (4.560, -0.494, 0.137)
C (3.359, -0.244, -0.305)
O (2.372, -0.240, 0.514)
C (3.058, 0.056, -1.737)
C (1.536, 0.159, -1.912)
H (4.719, -0.711, 1.112)
H (5.354, -0.496, -0.488)
H (3.510, -0.710, -2.371)
H (3.572, 0.988, -1.989)
H (1.201, -0.462, -2.744)
H (1.272, 1.186, -2.179)

Atom charges from the Mulliken analysis, given in e for atoms 1 to 5:
1 Ta 2.37
2 C -0.78
3 C -0.65
4 N -0.36
5 C -0.69

***

[6]
C6H10O | ωB97M-V/def2-TZVPD

The calculation puts the energy at -309.7975 Eh. Its SMILES is C[C@H]1CC=CCO1. The energy above the lowest of the compared OMol25 structures with the same formula, charge and spin comes out at 28.1 kcal per mole.

Positions of all 17 atoms, in Å:
C (1.816, 1.368, -0.413)
C (0.514, 0.642, 0.082)
C (-1.017, 0.993, 0.254)
C (-1.753, -0.321, 0.601)
C (-1.224, -1.518, 0.357)
C (0.074, -1.587, -0.390)
O (0.407, -0.351, -0.929)
H (2.416, 1.911, 0.328)
H (1.725, 1.975, -1.320)
H (2.440, 0.505, -0.711)
H (0.835, 0.198, 1.046)
H (-1.449, 1.362, -0.689)
H (-1.266, 1.717, 1.034)
H (-2.739, -0.266, 1.072)
H (-1.687, -2.459, 0.659)
H (0.894, -1.918, 0.268)
H (0.014, -2.253, -1.249)

Atom charges from the Mulliken analysis, given in e for atoms 1 to 5:
1 C -1.14
2 C 0.15
3 C -0.64
4 C -0.33
5 C -0.34

***

[7]
C5H8N2O | ωB97M-V/def2-TZVPD

The calculation puts the energy at -379.8115 Eh. Its SMILES is [H]/N=C1\NOCC12CC2. The energy above the lowest of the compared OMol25 structures with the same formula, charge and spin comes out at 173.6 kcal per mole.

Positions of all 16 atoms, in Å:
C (0.887, 0.931, 0.023)
C (0.303, -1.427, -0.232)
C (-0.175, 0.033, -0.102)
C (-1.643, 0.223, -0.562)
C (-1.532, 0.066, 0.834)
H (2.161, 2.263, 0.327)
H (3.022, 0.136, 0.036)
H (0.018, -2.110, -1.318)
H (-0.247, -1.994, 0.566)
H (-2.168, -0.449, -1.299)
H (-2.005, 1.443, -0.586)
H (-1.677, -1.058, 0.999)
H (-1.625, 1.043, 1.184)
N (0.987, 2.248, -0.011)
N (2.031, -0.016, -0.217)
O (1.664, -1.332, 0.355)

Atom charges from the Mulliken analysis, given in e for atoms 1 to 5:
1 C -0.08
2 C -0.25
3 C 0.51
4 C -0.21
5 C -0.82

***

[8]
C23H36Br36NO6PS | ωB97M-V/def2-TZVPD

The calculation puts the energy at -94808.0333 Eh.

Positions of all 104 atoms, in Å:
C (1.638, 1.767, -1.093)
C (1.756, 0.393, -1.814)
C (0.407, -0.337, -1.901)
C (-0.107, -0.752, -0.522)
O (0.100, -2.142, -0.199)
C (0.812, -2.342, 1.000)
P (-0.108, -1.553, 2.454)
C (-0.493, -2.962, 3.577)
O (-1.623, -1.115, 1.955)
O (2.154, -1.888, 0.683)
S (2.675, -2.991, -0.429)
O (4.005, -3.440, -0.120)
O (2.552, -2.573, -1.794)
O (1.548, -4.153, -0.218)
C (0.994, -3.863, 1.121)
C (1.999, -4.499, 2.108)
C (2.631, -3.656, 3.248)
C (4.105, -3.273, 3.039)
C (4.677, -2.690, 4.330)
N (6.015, -2.106, 4.108)
H (2.292, 2.512, -1.542)
H (0.600, 2.101, -1.051)
H (1.976, 1.667, -0.056)
H (2.146, 0.571, -2.820)
H (2.514, -0.177, -1.283)
H (-0.304, 0.370, -2.332)
H (0.474, -1.189, -2.579)
H (0.304, -0.059, 0.219)
H (-1.189, -0.600, -0.505)
H (-1.400, -2.637, 4.089)
H (-0.753, -3.891, 3.067)
H (0.278, -3.085, 4.330)
H (-1.639, -0.149, 2.002)
H (0.002, -4.311, 1.112)
H (1.451, -5.311, 2.593)
H (2.818, -4.986, 1.585)
H (2.621, -4.284, 4.146)
H (2.087, -2.748, 3.512)
H (4.701, -4.100, 2.649)
H (4.155, -2.479, 2.291)
H (4.015, -1.906, 4.715)
H (4.737, -3.475, 5.091)
H (6.022, -1.139, 4.408)
H (6.199, -2.076, 3.113)
C (4.100, -2.915, -5.208)
Br (5.318, -2.102, -6.462)
Br (2.420, -1.983, -5.143)
Br (3.857, -4.792, -5.569)
H (4.545, -2.833, -4.227)
C (3.586, 1.744, 3.701)
Br (3.923, 0.367, 2.402)
Br (4.698, 1.528, 5.263)
Br (3.764, 3.500, 2.930)
H (2.560, 1.635, 4.022)
C (-4.292, 0.397, -0.450)
Br (-6.177, 0.775, -0.356)
Br (-3.620, 0.523, -2.248)
Br (-3.285, 1.528, 0.747)
H (-4.149, -0.624, -0.122)
C (-1.709, -6.785, 4.333)
Br (-3.528, -6.158, 4.316)
Br (-0.826, -6.401, 2.662)
Br (-0.740, -6.068, 5.836)
H (-1.729, -7.860, 4.438)
C (-9.218, 2.118, -3.190)
Br (-8.950, 2.943, -1.471)
Br (-7.782, 2.560, -4.391)
Br (-9.471, 0.214, -3.039)
H (-10.127, 2.530, -3.604)
C (4.827, 4.858, -2.099)
Br (4.491, 6.118, -0.680)
Br (5.163, 3.087, -1.415)
Br (3.410, 4.867, -3.406)
H (5.726, 5.184, -2.603)
C (-4.303, 3.953, -6.980)
Br (-4.692, 5.240, -5.598)
Br (-3.832, 2.238, -6.232)
Br (-5.748, 3.808, -8.244)
H (-3.439, 4.314, -7.519)
C (-8.403, 7.121, -0.974)
Br (-7.824, 6.527, -2.711)
Br (-7.567, 8.783, -0.474)
Br (-10.323, 7.227, -0.866)
H (-8.084, 6.376, -0.259)
C (-3.875, -4.582, 0.770)
Br (-3.054, -4.899, -0.943)
Br (-2.973, -3.181, 1.734)
Br (-5.762, -4.230, 0.608)
H (-3.766, -5.488, 1.351)
C (-2.577, -1.343, 7.141)
Br (-2.209, -3.189, 6.728)
Br (-1.945, -0.219, 5.711)
Br (-4.445, -1.047, 7.504)
H (-2.029, -1.085, 8.036)
C (7.330, 8.250, -4.172)
Br (6.965, 9.468, -2.727)
Br (7.732, 6.481, -3.518)
Br (5.896, 8.215, -5.456)
H (8.212, 8.608, -4.681)
C (-1.207, 4.132, -4.040)
Br (-0.202, 2.494, -3.965)
Br (-1.889, 4.627, -2.309)
Br (-0.173, 5.548, -4.834)
H (-2.062, 3.953, -4.677)

Atom charges from the Mulliken analysis, given in e for atoms 1 to 5:
1 C -0.48
2 C 0.15
3 C -0.43
4 C 0.36
5 O -0.30

***

[9]
C7H12N2O | ωB97M-V/def2-TZVPD

The calculation puts the energy at -458.5349 Eh. The energy above the lowest of the compared OMol25 structures with the same formula, charge and spin comes out at 96.6 kcal per mole.

Positions of all 22 atoms, in Å:
C (3.456, 0.591, -0.367)
C (2.143, 1.036, -0.156)
C (2.401, -1.057, 0.520)
C (-2.029, -1.124, 0.793)
C (-1.883, 1.355, 0.274)
C (-0.975, -0.419, -1.341)
C (-1.290, 0.006, 0.111)
N (3.587, -0.748, 0.042)
N (1.507, -0.080, 0.491)
O (0.362, 0.117, 1.169)
H (4.386, 1.092, -0.734)
H (1.469, 1.929, -0.347)
H (2.267, -2.112, 0.845)
H (-3.035, -0.982, 0.595)
H (-1.743, -2.072, 0.370)
H (-1.881, -0.904, 1.828)
H (-2.024, 1.539, 1.287)
H (-2.871, 1.470, -0.117)
H (-1.302, 2.070, -0.280)
H (-1.816, -0.891, -1.764)
H (-0.547, 0.364, -1.923)
H (-0.182, -1.179, -1.296)

Atom charges from the Mulliken analysis, given in e for atoms 1 to 5:
1 C -0.52
2 C -0.21
3 C -0.02
4 C -1.63
5 C -1.59

***

[10]
C15H30N5O4S2 | ωB97M-V/def2-TZVPD

The net charge is -1. The calculation puts the energy at -1960.6869 Eh.

Positions of all 56 atoms, in Å:
C (4.779, -2.685, -1.850)
C (3.980, -2.762, -3.155)
C (3.250, -1.472, -3.536)
N (2.720, -0.672, -2.435)
S (1.355, -1.254, -1.692)
O (1.618, -2.474, -0.962)
O (0.927, -0.173, -0.835)
N (0.327, -1.403, -2.918)
S (-0.112, -2.908, -3.284)
O (0.958, -3.854, -3.469)
O (-1.003, -2.801, -4.409)
H (5.564, -3.431, -1.843)
H (5.184, -1.691, -1.677)
H (4.104, -2.896, -1.027)
H (4.693, -2.966, -3.956)
H (3.313, -3.612, -3.116)
H (2.445, -1.712, -4.217)
H (3.934, -0.831, -4.088)
H (3.418, -0.419, -1.752)
H (-0.853, -3.341, -2.239)
C (-3.656, -2.015, -1.422)
C (-3.762, -2.210, 0.086)
C (-2.555, -2.946, 0.677)
C (-2.394, -4.275, 0.092)
N (-2.266, -5.271, -0.453)
H (-3.637, -2.970, -1.949)
H (-4.513, -1.452, -1.791)
H (-2.752, -1.463, -1.686)
H (-4.679, -2.757, 0.319)
H (-3.837, -1.235, 0.568)
H (-2.658, -3.050, 1.757)
H (-1.640, -2.385, 0.478)
C (-0.869, 1.316, -0.108)
C (-1.406, 2.647, 0.415)
C (-2.618, 2.477, 1.340)
C (-3.705, 1.826, 0.610)
N (-4.520, 1.258, 0.045)
H (-1.609, 0.798, -0.717)
H (0.010, 1.467, -0.732)
H (-0.583, 0.657, 0.714)
H (-1.671, 3.284, -0.432)
H (-0.616, 3.159, 0.963)
H (-2.963, 3.444, 1.707)
H (-2.343, 1.868, 2.199)
C (0.781, 5.230, 5.163)
C (1.675, 4.419, 4.233)
C (0.903, 3.775, 3.076)
C (-0.116, 2.851, 3.576)
N (-0.894, 2.129, 4.000)
H (0.031, 4.600, 5.643)
H (1.372, 5.695, 5.952)
H (0.263, 6.022, 4.619)
H (2.184, 3.642, 4.805)
H (2.447, 5.067, 3.815)
H (1.581, 3.217, 2.428)
H (0.413, 4.539, 2.472)

Atom charges from the Mulliken analysis, given in e for atoms 1 to 5:
1 C -1.23
2 C -0.08
3 C -0.76
4 N -0.37
5 S 0.86

***

[11]
C19H32N2OS | ωB97M-V/def2-TZVPD

The calculation puts the energy at -1325.5084 Eh. The energy above the lowest of the compared OMol25 structures with the same formula, charge and spin comes out at 400.3 kcal per mole.

Positions of all 55 atoms, in Å:
C (-4.692, -3.099, -0.528)
C (-5.172, -1.716, -0.405)
C (-4.228, -0.679, 0.331)
H (-4.028, -1.283, 1.264)
H (-4.906, -0.034, 0.460)
C (-3.198, -0.481, -0.408)
N (-2.346, 0.466, 0.306)
C (-1.667, 0.200, 1.274)
C (-0.904, -1.091, 1.189)
H (-0.216, -1.296, 2.174)
H (-1.560, -1.782, 1.199)
H (-0.284, -0.978, 0.328)
H (-0.934, 0.793, 1.576)
H (-2.375, 0.172, 2.236)
C (-2.861, 1.906, 0.110)
H (-3.615, 2.008, -0.473)
C (-1.782, 2.891, 0.213)
C (-1.075, 2.994, -1.076)
N (-0.147, 1.952, -1.354)
C (1.061, 1.890, -0.999)
O (1.713, 2.853, -1.122)
C (1.548, 0.567, -0.927)
C (1.177, -0.442, -1.782)
S (1.977, -1.970, -1.401)
C (3.060, -1.079, -0.645)
C (2.845, 0.094, -0.268)
C (3.511, 0.796, 0.669)
H (3.112, 2.141, 0.546)
C (4.917, 1.020, 0.464)
C (5.835, -0.196, 0.889)
C (5.536, -1.332, -0.008)
H (5.620, -1.286, -1.154)
H (6.294, -2.151, 0.362)
C (4.106, -2.149, 0.272)
H (4.064, -3.123, -0.048)
H (3.975, -1.820, 1.409)
H (5.632, -0.324, 1.708)
H (6.862, 0.099, 0.984)
H (5.385, 1.986, 0.864)
H (5.009, 1.322, -0.628)
H (3.449, 0.564, 1.863)
H (0.254, -0.460, -2.323)
H (-0.881, 0.960, -1.059)
H (-0.399, 3.755, -1.169)
H (-1.838, 3.173, -2.073)
H (-0.954, 2.918, 0.975)
H (-2.264, 3.894, 0.299)
H (-3.294, 1.891, 1.209)
H (-2.522, -1.195, -0.760)
H (-3.594, 0.073, -1.377)
H (-6.230, -1.749, 0.116)
H (-5.547, -1.221, -1.422)
H (-4.268, -3.478, 0.241)
H (-3.800, -3.150, -1.157)
H (-5.363, -3.816, -0.963)

Atom charges from the Mulliken analysis, given in e for atoms 1 to 5:
1 C -1.58
2 C -0.57
3 C 0.40
4 H 0.13
5 H 0.38

***

[12]
C2H6N5 | ωB97M-V/def2-TZVPD

The net charge is +1. The calculation puts the energy at -353.0555 Eh. The energy above the lowest of the compared OMol25 structures with the same formula, charge and spin comes out at 181.8 kcal per mole.

Positions of all 13 atoms, in Å:
C (-2.346, 0.113, -0.046)
C (1.443, -1.304, 0.005)
N (-1.381, 1.011, 0.078)
N (-2.261, -1.113, -0.011)
N (-0.158, 0.544, 0.134)
N (0.176, -0.655, 0.315)
N (0.686, 1.475, -0.093)
H (-3.419, 0.499, 0.077)
H (1.975, -0.565, -0.641)
H (2.081, -1.800, 0.745)
H (0.976, -1.987, -0.687)
H (0.528, 2.438, -0.038)
H (1.700, 1.344, 0.161)

Atom charges from the Mulliken analysis, given in e for atoms 1 to 5:
1 C 0.30
2 C -0.66
3 N -0.92
4 N -0.07
5 N 1.94